# C33H69FN2O8

4 unconnected molecules or ions with the total composition C33H69FN2O8 at a distorted geometry (ωB97M-V/def2-TZVPD, the OMol25 dataset).

Geometry as XYZ:
```
113
Properties=species:S:1:pos:R:3:mulliken_charge:R:1
C 1.140 -2.547 1.030 -1.291
C 2.317 -1.848 0.376 -0.346
C 2.619 -2.267 -1.058 -0.179
C 1.454 -2.203 -2.053 -0.312
N 0.413 -1.248 -1.675 0.868
C -0.475 -0.843 -2.763 0.790
O -0.750 -1.964 -3.565 -0.497
C -1.619 -2.928 -2.990 -0.784
C 0.175 0.200 -3.718 -0.179
F 1.144 0.934 -3.036 -0.476
C 0.706 -0.335 -5.016 -0.425
C 1.368 0.795 -5.817 -1.566
C -1.737 -0.243 -2.109 -0.899
C -1.471 1.106 -1.404 -1.090
O -0.894 0.959 -0.118 -0.377
C 0.164 1.861 0.167 -0.101
C 0.364 1.940 1.667 -0.435
C 1.842 1.955 2.070 -1.151
N -2.777 -0.006 -3.130 -0.030
C -4.111 -0.361 -2.705 -0.673
O -4.979 0.742 -2.944 -0.456
C -6.129 0.708 -2.141 -0.609
C -7.114 -0.382 -2.546 -0.513
O -8.445 0.086 -2.390 -0.330
C -9.243 -0.657 -1.491 -0.395
C -10.348 0.229 -0.959 -0.674
O -11.487 0.152 -1.799 -0.254
C -12.710 0.208 -1.095 -0.319
C -13.814 0.421 -2.114 -1.180
H 0.191 -2.315 0.566 0.143
H 1.276 -3.622 1.086 0.329
H 1.073 -2.202 2.060 0.418
H 2.220 -0.772 0.436 -0.008
H 3.193 -2.088 0.973 0.577
H 3.402 -1.611 -1.437 -0.328
H 3.045 -3.264 -1.071 0.574
H 1.858 -2.035 -3.047 -0.210
H 0.998 -3.190 -2.097 0.205
H 0.794 -0.441 -1.205 -0.316
H -1.474 -3.041 -1.920 0.263
H -1.411 -3.876 -3.471 0.381
H -2.645 -2.677 -3.236 0.137
H -0.619 0.898 -3.990 0.398
H 1.462 -1.098 -4.877 0.354
H -0.101 -0.711 -5.620 0.432
H 2.135 1.276 -5.223 0.242
H 1.879 0.328 -6.652 0.420
H 0.652 1.509 -6.208 0.435
H -2.087 -0.885 -1.317 0.781
H -0.927 1.800 -2.040 0.436
H -2.466 1.536 -1.258 0.415
H -0.068 2.845 -0.239 0.441
H 1.111 1.535 -0.275 0.051
H -0.112 1.095 2.151 0.262
H -0.092 2.834 2.076 0.390
H 2.264 0.959 2.080 0.172
H 1.990 2.389 3.046 0.411
H 2.400 2.517 1.322 0.314
H -2.788 0.986 -3.338 0.439
H -4.176 -0.622 -1.645 0.475
H -4.475 -1.195 -3.309 0.293
H -5.883 0.602 -1.080 0.294
H -6.646 1.654 -2.242 0.483
H -6.967 -1.300 -1.985 0.397
H -6.949 -0.612 -3.597 0.344
H -8.662 -1.020 -0.644 0.412
H -9.735 -1.483 -2.001 0.259
H -10.598 -0.028 0.070 0.436
H -9.971 1.253 -0.962 0.270
H -12.704 1.077 -0.436 0.339
H -12.889 -0.694 -0.509 0.327
H -13.543 -0.137 -3.004 0.306
H -14.767 0.094 -1.719 0.353
H -13.859 1.466 -2.395 0.295
C 6.328 3.464 5.402 -0.506
C 5.580 4.702 4.917 -0.593
C 4.577 4.096 3.945 -0.465
O 4.278 2.787 4.434 -0.337
C 5.213 2.429 5.460 -0.244
H 6.828 3.600 6.360 0.308
H 7.077 3.167 4.664 0.313
H 5.056 5.173 5.753 0.271
H 6.220 5.450 4.452 0.341
H 5.005 4.001 2.941 0.295
H 3.654 4.674 3.873 0.287
H 4.693 2.460 6.425 0.137
H 5.565 1.415 5.294 0.186
C 5.602 -0.696 -3.530 -0.611
C 6.079 -2.020 -4.119 -0.611
C 4.766 -2.766 -4.309 -0.350
O 3.773 -1.772 -4.572 -0.379
C 4.300 -0.472 -4.286 0.061
H 6.309 0.122 -3.656 0.412
H 5.402 -0.813 -2.462 0.167
H 6.558 -1.848 -5.085 0.259
H 6.781 -2.558 -3.482 0.361
H 4.480 -3.307 -3.400 0.132
H 4.795 -3.473 -5.138 0.330
H 4.474 0.044 -5.236 0.410
H 3.568 0.097 -3.711 -0.137
C 5.217 -1.709 8.930 -0.551
C 5.622 -0.346 9.481 -0.616
C 6.388 0.247 8.307 -0.263
O 5.800 -0.298 7.123 -0.328
C 4.929 -1.378 7.473 -0.447
H 4.363 -2.153 9.439 0.335
H 6.056 -2.405 9.000 0.256
H 4.732 0.251 9.691 0.280
H 6.219 -0.398 10.391 0.355
H 7.444 -0.042 8.333 0.264
H 6.328 1.336 8.269 0.171
H 3.894 -1.045 7.338 0.273
H 5.112 -2.218 6.802 0.274
```

The largest force on an atom is 1.38 eV Å⁻¹. The HOMO energy is -8.195 eV. The total charge is 0. The gap between HOMO and LUMO is 9.01 eV. The SMILES is CCCCN[C@](OC)([C@@H](F)CC)[C@@H](COCCC)NCOCCOCCOCC.C1CCOC1.C1CCOC1.C1CCOC1. As for the lowest unoccupied orbital energy: 0.815 eV.

***

# C33H69FO20S10Si

9 unconnected molecules or ions with the total composition C33H69FO20S10Si at a distorted geometry (ωB97M-V/def2-TZVPD, the OMol25 dataset).

Geometry as XYZ:
```
134
Properties=species:S:1:pos:R:3:mulliken_charge:R:1
O 1.334 0.365 4.008 -0.531
S 2.751 0.187 4.068 1.046
O 3.183 -0.564 5.203 -0.593
F 3.231 -0.568 2.768 -0.047
Si 3.679 2.197 4.231 0.300
S 5.727 2.071 3.679 -0.283
C 2.812 3.445 3.107 -0.299
O 2.009 4.334 3.872 -0.045
O 2.891 4.980 4.808 -0.291
H 3.490 2.546 5.641 -0.112
H 5.981 3.355 3.962 0.143
H 3.566 4.041 2.584 0.354
H 2.148 2.956 2.397 0.273
H 2.493 4.729 5.650 0.245
O -1.145 -2.467 -0.614 -0.712
S -0.140 -3.393 -0.145 1.457
O 0.610 -4.205 -1.077 -0.680
C 0.990 -2.520 0.933 -0.694
C 0.365 -2.652 2.316 -0.480
C -0.118 -4.105 2.425 -1.055
C -0.864 -4.442 1.127 -0.235
H 1.091 -1.491 0.596 0.519
H 1.952 -3.030 0.882 0.174
H 1.079 -2.402 3.098 0.157
H -0.483 -1.971 2.406 0.303
H 0.741 -4.768 2.536 0.300
H -0.759 -4.253 3.292 0.444
H -0.744 -5.484 0.838 0.026
H -1.922 -4.195 1.191 0.411
O -1.325 4.156 4.282 -0.708
S -1.192 4.374 2.864 1.275
O -0.014 3.963 2.144 -0.654
C -2.642 3.719 2.040 -0.938
C -3.625 4.887 2.037 -0.203
C -2.810 6.128 1.664 -0.774
C -1.534 6.106 2.513 -0.683
H -2.996 2.846 2.583 0.479
H -2.349 3.438 1.029 0.319
H -4.443 4.715 1.336 0.418
H -4.050 5.016 3.027 0.041
H -2.549 6.090 0.604 0.398
H -3.373 7.044 1.832 0.343
H -0.679 6.529 1.991 0.337
H -1.677 6.609 3.467 0.387
O -1.469 -7.976 0.865 -0.618
S -1.985 -8.681 -0.286 1.115
O -2.826 -9.838 -0.127 -0.698
C -2.776 -7.496 -1.366 -0.933
C -1.654 -7.009 -2.275 0.874
C -0.860 -8.259 -2.670 -0.819
C -0.616 -9.068 -1.389 -0.682
H -3.226 -6.710 -0.763 0.427
H -3.547 -8.022 -1.929 0.423
H -2.049 -6.488 -3.143 -0.450
H -1.005 -6.318 -1.729 -0.147
H -1.441 -8.851 -3.380 0.320
H 0.082 -8.003 -3.153 0.415
H -0.605 -10.140 -1.564 0.406
H 0.302 -8.765 -0.889 0.355
O -2.760 -5.877 -5.165 -0.736
S -2.268 -4.641 -5.725 1.248
O -1.190 -4.627 -6.685 -0.761
C -3.660 -3.726 -6.378 -0.781
C -4.143 -2.900 -5.186 -0.619
C -2.882 -2.361 -4.490 -0.740
C -1.900 -3.532 -4.371 -0.238
H -4.405 -4.419 -6.761 0.427
H -3.286 -3.093 -7.183 0.368
H -4.808 -2.099 -5.501 0.378
H -4.692 -3.544 -4.495 0.295
H -2.437 -1.568 -5.094 0.308
H -3.107 -1.940 -3.512 0.366
H -0.864 -3.212 -4.450 0.459
H -2.039 -4.099 -3.452 -0.059
O -5.824 8.532 5.409 -0.675
S -5.351 7.176 5.509 0.996
O -4.633 6.562 4.418 -0.566
C -4.404 7.001 7.018 -0.691
C -5.440 6.612 8.068 -0.589
C -6.350 5.574 7.396 -0.607
C -6.717 6.116 6.008 -0.643
H -3.893 7.936 7.229 0.397
H -3.679 6.203 6.858 0.359
H -4.966 6.215 8.964 0.338
H -6.025 7.488 8.355 0.307
H -5.811 4.631 7.293 0.305
H -7.244 5.378 7.986 0.323
H -6.832 5.326 5.270 0.348
H -7.614 6.732 6.035 0.342
O 6.822 -0.777 -0.691 -0.673
S 5.513 -0.260 -0.993 1.192
O 5.156 1.096 -0.664 -0.664
C 5.154 -0.577 -2.719 -0.766
C 4.505 -1.959 -2.724 -0.819
C 3.531 -1.968 -1.538 -0.360
C 4.277 -1.387 -0.329 -0.381
H 6.077 -0.522 -3.292 0.435
H 4.457 0.190 -3.055 0.344
H 3.997 -2.156 -3.666 0.382
H 5.267 -2.728 -2.583 0.342
H 2.666 -1.344 -1.772 0.262
H 3.162 -2.971 -1.326 0.258
H 3.623 -0.829 0.335 0.059
H 4.803 -2.157 0.232 0.418
O 4.181 6.907 4.250 -0.581
S 4.690 8.112 3.643 1.065
O 5.757 8.065 2.677 -0.713
C 3.309 9.033 2.970 -0.600
C 2.848 9.920 4.122 -0.558
C 4.128 10.471 4.766 -0.604
C 5.096 9.294 4.941 -0.685
H 2.552 8.335 2.622 0.284
H 3.686 9.626 2.137 0.348
H 2.195 10.718 3.772 0.351
H 2.294 9.324 4.850 0.283
H 4.573 11.220 4.109 0.301
H 3.924 10.954 5.720 0.326
H 6.136 9.589 4.829 0.326
H 4.954 8.792 5.896 0.360
O 1.911 -9.162 -10.072 -0.657
S 0.990 -8.163 -10.553 1.140
O 0.273 -8.352 -11.789 -0.668
C -0.159 -7.761 -9.241 -0.737
C 0.518 -6.629 -8.474 0.071
C 1.102 -5.694 -9.540 -0.677
C 1.825 -6.567 -10.574 -0.658
H -0.344 -8.649 -8.641 0.434
H -1.084 -7.425 -9.709 0.358
H -0.183 -6.112 -7.825 -0.200
H 1.323 -7.031 -7.854 0.304
H 0.292 -5.144 -10.023 0.296
H 1.780 -4.961 -9.105 0.372
H 1.767 -6.159 -11.580 0.367
H 2.865 -6.739 -10.304 0.345
```

The largest force on an atom is 2.34 eV Å⁻¹. The HOMO energy is -9.442 eV. The total charge is 0. The gap between HOMO and LUMO is 9.65 eV. The SMILES is O=S(=O)(F)[Si@@H](S)COO.O=S1(=O)CCCC1.O=S1(=O)CCCC1.O=S1(=O)CCCC1.O=S1(=O)CCCC1.O=S1(=O)CCCC1.O=S1(=O)CCCC1.O=S1(=O)CCCC1.O=S1(=O)CCCC1. As for the lowest unoccupied orbital energy: 0.210 eV.